This record from the OMol25 dataset describes a 11-piece molecular cluster, C52H137N11O15 overall. The level of theory is the ωB97M-V functional and the def2-TZVPD basis.

XYZ file:
```
215
Properties=species:S:1:pos:R:3
C 3.4020 3.5058 -3.2250
O 3.2085 4.6850 -2.4862
C 2.3770 4.3456 -1.3676
C 1.8509 5.6021 -0.6787
C 0.9798 5.2620 0.5257
N 1.0694 6.4309 -1.6088
H 3.9158 2.7626 -2.5921
H 4.1150 3.5820 -4.0472
H 2.5226 2.9627 -3.5819
H 1.5270 3.7328 -1.6822
H 2.9902 3.7666 -0.6652
H 2.6953 6.1950 -0.3110
H 0.0668 4.7457 0.2175
H 0.6587 6.1959 0.9906
H 1.4564 4.6777 1.3152
H 0.3581 5.7827 -1.9930
H 1.6158 6.5604 -2.4576
C -2.0838 -4.0651 1.1407
O -3.1995 -3.2304 0.9507
C -4.2624 -3.4722 1.8456
C -5.0231 -4.7505 1.4949
C -5.6710 -4.7301 0.1323
N -6.0170 -5.1285 2.5045
H -1.3415 -3.7638 0.4017
H -2.3064 -5.1283 1.0450
H -1.5705 -3.9546 2.1045
H -3.8852 -3.5429 2.8748
H -4.9693 -2.6403 1.8185
H -4.2859 -5.5648 1.5338
H -6.3875 -3.9177 -0.0120
H -6.0926 -5.7027 -0.1122
H -4.9002 -4.4616 -0.5988
H -6.4745 -6.0099 2.3028
H -5.5883 -5.3191 3.4074
C -3.0166 2.2607 7.1214
O -2.8312 2.5482 5.7702
C -1.6372 1.9173 5.2975
C -1.2835 2.4678 3.9194
C -2.4204 2.2215 2.9283
N -0.0687 1.8049 3.4826
H -3.7720 2.8655 7.6305
H -2.1788 2.5110 7.7896
H -3.2808 1.2154 7.3024
H -0.8562 2.2049 6.0190
H -1.6556 0.8221 5.3689
H -1.1300 3.5395 4.0553
H -3.3675 2.6458 3.2566
H -2.6051 1.1476 2.8281
H -2.1072 2.6474 1.9752
H 0.7459 1.9490 4.0963
H -0.1367 0.7869 3.5967
C 1.7240 6.3848 -5.3130
O 0.8636 5.6391 -6.1428
C 1.1404 4.2473 -6.1367
C 0.1883 3.6205 -7.1456
C -1.2234 3.5881 -6.5810
N 0.6446 2.2347 -7.3903
H 1.4551 7.4356 -5.2329
H 2.7693 6.3730 -5.6388
H 1.6642 5.9268 -4.3222
H 2.1816 4.0808 -6.4350
H 0.9600 3.9345 -5.1034
H 0.2887 4.1943 -8.0692
H -1.6464 4.5857 -6.4655
H -1.2046 3.1542 -5.5759
H -1.9147 2.9499 -7.1339
H -0.0138 1.7015 -7.9389
H 1.5376 2.2757 -7.8644
C -1.5984 -1.2435 8.1921
O -2.6898 -1.8343 7.4691
C -3.1717 -3.0610 7.9880
C -2.7112 -4.2414 7.1081
C -2.9338 -4.0079 5.6312
N -3.4614 -5.4752 7.4503
H -1.4514 -0.3563 7.5778
H -0.7234 -1.8957 8.1703
H -1.9236 -0.9983 9.2039
H -3.0119 -3.1540 9.0676
H -4.2639 -2.9770 7.8892
H -1.6739 -4.5062 7.3288
H -3.9879 -4.1313 5.3699
H -2.3702 -4.7254 5.0376
H -2.6655 -2.9781 5.3867
H -4.4637 -5.2964 7.4378
H -3.2868 -5.6993 8.4294
C -3.5910 7.7022 -4.5771
O -3.4293 7.5138 -3.2009
C -2.2285 6.8405 -2.8668
C -2.4256 5.3303 -2.9424
C -3.1496 4.7474 -1.7308
N -1.1046 4.6721 -2.9737
H -3.5547 6.7592 -5.1356
H -2.9032 8.4221 -5.0301
H -4.5919 8.0749 -4.8064
H -1.3943 7.1102 -3.5263
H -1.9109 7.1640 -1.8755
H -2.9999 5.0996 -3.8464
H -3.0437 3.6669 -1.6182
H -4.2036 5.0180 -1.7842
H -2.6748 5.1291 -0.8218
H -0.7138 4.6687 -3.9150
H -1.1427 3.6727 -2.7711
C -4.4152 -0.4149 0.0598
O -5.3546 0.2840 -0.7225
C -6.5403 -0.4651 -0.9615
C -6.3603 -1.4983 -2.0846
C -5.7530 -0.9052 -3.3431
N -7.6123 -2.1976 -2.3258
H -4.2128 -1.4438 -0.2471
H -4.7893 -0.4604 1.0921
H -3.4783 0.1419 0.0477
H -6.7979 -0.9253 0.0025
H -7.3200 0.2714 -1.1604
H -5.6735 -2.2617 -1.6933
H -5.6086 -1.7014 -4.0738
H -4.8070 -0.4061 -3.1404
H -6.4162 -0.1322 -3.7394
H -7.6961 -2.6556 -3.2234
H -7.8215 -2.9216 -1.6515
C 2.7518 -2.4014 -0.8239
O 1.8254 -3.2037 -1.5452
C 2.0332 -3.2809 -2.9487
C 1.4058 -2.0337 -3.5981
N -0.0544 -2.0714 -3.5293
C -0.7040 -2.9539 -4.4894
C -2.2330 -2.7562 -4.5667
O -2.9165 -3.5132 -3.5774
C -2.8419 -3.1088 -2.2338
H 3.7687 -2.7583 -1.0092
H 2.5024 -2.4946 0.2309
H 2.6322 -1.3586 -1.1332
H 1.4520 -4.1558 -3.2430
H 3.0807 -3.4746 -3.2017
H 1.7397 -1.8918 -4.6298
H 1.7218 -1.1223 -3.0846
H -0.2545 -2.3787 -2.5850
H -0.5300 -4.0121 -4.2630
H -0.2889 -2.7561 -5.4808
H -2.5570 -3.1772 -5.5216
H -2.6462 -1.7419 -4.5744
H -1.8271 -3.1213 -1.8235
H -3.4168 -3.8390 -1.6662
H -3.2574 -2.1051 -2.0880
C 4.2781 -2.0121 3.5750
O 4.4848 -3.2020 2.8514
C 5.3524 -3.0232 1.7359
C 5.1951 -4.2257 0.8401
N 6.3244 -4.4068 -0.0621
C 6.1627 -5.6215 -0.8482
C 7.3945 -5.9652 -1.6358
O 8.5416 -6.0780 -0.8255
C 9.6555 -6.4732 -1.5634
H 3.9636 -2.2906 4.5840
H 3.4287 -1.4633 3.1580
H 5.1678 -1.3867 3.6711
H 6.3600 -2.9087 2.1533
H 5.0951 -2.1072 1.1919
H 4.2778 -4.1214 0.2543
H 5.0579 -5.1313 1.4484
H 7.1853 -4.4930 0.4677
H 5.3457 -5.4641 -1.5571
H 5.8819 -6.4944 -0.2398
H 7.5386 -5.2461 -2.4555
H 7.2533 -6.8861 -2.2197
H 9.9072 -5.8342 -2.4177
H 9.4713 -7.4625 -2.0181
H 10.5318 -6.6379 -0.9395
C 6.1394 2.5601 -2.2214
O 5.0827 2.4211 -1.2872
C 4.8999 1.0377 -0.9745
C 3.9384 0.9264 0.1986
N 4.4183 1.2948 1.5362
C 3.2096 1.3788 2.3743
C 3.5881 1.6043 3.8457
O 2.4161 1.4033 4.6412
C 2.6545 0.9270 5.9331
H 5.8591 2.0294 -3.1362
H 7.0848 2.2086 -1.7977
H 6.2916 3.6129 -2.4566
H 5.8873 0.6061 -0.7907
H 4.3972 0.5719 -1.8295
H 3.6410 -0.1230 0.3154
H 3.0210 1.4104 -0.1679
H 4.8952 2.1877 1.4609
H 2.6663 0.4421 2.3159
H 2.6600 2.2528 2.0215
H 3.9167 2.6212 4.0801
H 4.4207 0.9642 4.1491
H 3.2301 1.6267 6.5508
H 3.0660 -0.0852 5.9813
H 1.7162 0.8765 6.4965
C 0.3153 -1.6193 4.4617
O -0.2409 -1.1048 3.2805
C 0.3750 -1.5006 2.0767
C -0.1844 -0.7185 0.8870
N 0.3211 0.6562 0.7666
C -0.4578 1.3922 -0.2189
C -0.1606 0.8990 -1.6284
O -0.5664 1.8403 -2.6033
C -0.2216 1.3863 -3.8863
H 1.3886 -1.4105 4.5305
H 0.2367 -2.7143 4.4945
H -0.2096 -1.1954 5.3147
H 0.0450 -2.5329 1.9046
H 1.4678 -1.4270 2.0986
H -1.2806 -0.7373 0.9324
H 0.1871 -1.3273 0.0545
H 0.1712 1.1356 1.6684
H -0.1700 2.4381 -0.0869
H -1.5451 1.3755 -0.0620
H -0.7378 -0.0154 -1.8052
H 0.9111 0.6894 -1.7163
H -0.1588 2.2165 -4.5931
H -1.0077 0.7116 -4.2434
H 0.7252 0.8391 -3.9149
```

HOMO energy: -8.479 eV
ΔE to the lowest compared entry with this formula, charge and spin: 14.7 kcal per mole

Mulliken population analysis, charges in e, atoms 1 to 2: number 1, C, carries 0.50; number 2, O, carries -0.55

This record from the OMol25 dataset describes a 13-piece molecular cluster, C52H138N12O15 overall. The level of theory is the ωB97M-V functional and the def2-TZVPD basis.

XYZ file:
```
217
Properties=species:S:1:pos:R:3
C 4.8972 -3.8275 0.1928
C 5.2812 -3.3835 -1.1873
C 4.9715 -1.9709 -1.6699
O 6.1596 -1.2381 -1.2258
C 7.1784 -2.1065 -1.1789
O 8.3028 -1.8101 -1.0138
O 6.7528 -3.3974 -1.2579
H 3.8221 -3.7695 0.1914
H 5.3698 -3.1293 0.8533
H 5.2053 -4.8349 0.4743
H 4.9737 -4.1529 -1.9456
H 4.0530 -1.5325 -1.2102
H 4.9636 -1.9284 -2.7518
C 3.3982 -2.3871 3.5993
C 2.8664 -1.5775 4.7881
C 3.9458 -1.3596 5.8059
O 4.4973 -2.6649 6.1367
C 5.6117 -2.4376 7.0401
N 2.2105 -0.3419 4.4067
H 4.2827 -1.8789 3.1787
H 2.7095 -2.4229 2.7645
H 3.5096 -3.4757 3.8341
H 2.1378 -2.2184 5.2756
H 3.5538 -0.9427 6.7194
H 4.7047 -0.7230 5.3820
H 6.0511 -1.4865 7.0287
H 6.3468 -3.1985 6.8110
H 5.2122 -2.6120 8.0778
H 1.9081 0.2970 5.1163
H 2.8214 0.1609 3.7851
C -1.3448 0.4069 -3.5887
C -2.3233 0.6441 -4.7411
C -2.1874 2.0726 -5.0998
O -3.3906 2.5484 -5.8044
C -3.1193 3.6763 -6.6189
N -2.0678 -0.2356 -5.9121
H -1.5994 1.0610 -2.8059
H -0.2668 0.4811 -3.9207
H -1.4731 -0.6166 -3.1987
H -3.3615 0.5411 -4.2362
H -1.2889 2.1597 -5.7338
H -2.0817 2.7507 -4.2390
H -4.0056 3.8904 -7.1387
H -2.2845 3.6327 -7.3184
H -2.8961 4.5598 -5.9984
H -2.5698 0.1639 -6.6869
H -2.5772 -1.0866 -5.7620
C 0.1538 -5.4397 2.2821
C -0.5093 -4.9429 3.5501
C 0.5069 -4.7833 4.7007
O 1.1637 -6.0081 4.9618
C 2.1165 -5.8263 6.0367
N -1.3385 -3.7743 3.2825
H 0.8102 -4.6165 1.9400
H -0.6669 -5.6334 1.5217
H 0.8083 -6.3106 2.5134
H -1.2379 -5.7246 3.8900
H -0.0050 -4.5142 5.5811
H 1.1871 -4.0039 4.4269
H 2.2530 -6.8250 6.5471
H 1.7770 -4.9785 6.7224
H 3.0986 -5.5871 5.7049
H -0.7629 -2.9114 3.2772
H -2.0814 -3.6519 3.9676
C 4.2810 2.1099 -3.0000
C 2.8846 2.4165 -2.4959
C 3.0219 2.9020 -1.0624
O 1.7478 3.2917 -0.6324
C 1.7838 4.0406 0.5609
N 2.1858 3.3326 -3.3402
H 4.9547 2.9336 -2.8634
H 4.2449 1.9641 -4.1264
H 4.7429 1.2031 -2.5274
H 2.3926 1.4294 -2.4146
H 3.5928 3.8778 -1.0630
H 3.4987 2.1826 -0.3935
H 2.3239 5.0183 0.4853
H 2.2054 3.4858 1.3867
H 0.8125 4.3996 0.8801
H 2.8351 4.0260 -3.7308
H 1.5546 3.8591 -2.7900
C -6.9313 0.5738 -4.8654
C -7.0655 1.7886 -3.9011
C -6.7423 1.3470 -2.4952
O -7.6238 0.3801 -2.0638
C -7.3963 0.0305 -0.7451
N -6.2861 2.9701 -4.2254
H -5.9933 0.0357 -4.6837
H -7.0017 0.8750 -5.9106
H -7.7056 -0.1510 -4.6265
H -8.0654 2.1474 -3.9483
H -6.6819 2.2085 -1.7923
H -5.7636 0.9653 -2.4795
H -8.2180 -0.6044 -0.4750
H -7.2251 0.8607 -0.0760
H -6.4627 -0.5793 -0.7402
H -6.2917 3.6095 -3.4380
H -5.3195 2.6832 -4.4509
C 6.4090 1.7578 0.7374
C 6.1903 1.7922 2.2436
C 5.3288 2.9275 2.8403
O 5.8620 4.1811 2.4693
C 5.1600 5.3378 2.8404
N 5.5582 0.4808 2.6794
H 5.4500 1.7725 0.1867
H 6.8353 0.8624 0.3894
H 6.9612 2.5965 0.4181
H 7.1698 1.7474 2.7469
H 5.3763 2.9699 3.9224
H 4.2751 2.8037 2.4932
H 5.6600 6.2344 2.4655
H 5.1681 5.5321 3.9205
H 4.1209 5.2713 2.5283
H 6.2544 -0.1530 2.6756
H 4.8620 0.1773 1.9583
C 1.4073 4.8903 4.9506
C 1.0072 3.4668 4.7727
C 0.3587 2.9834 6.0959
O 0.2416 1.5554 5.9862
C -0.4774 0.8944 7.0270
N 0.1819 3.3540 3.5970
H 1.8755 5.1687 5.9133
H 0.5670 5.5574 4.9793
H 2.0782 5.2400 4.1825
H 1.8565 2.8697 4.5927
H -0.6091 3.4165 6.2621
H 1.0536 3.2475 6.9030
H -1.4860 1.2721 7.1505
H 0.1124 0.9026 7.9261
H -0.5384 -0.1395 6.6686
H -0.2649 2.4785 3.3381
H -0.5885 4.0158 3.5795
C -3.4115 6.4896 1.1519
C -2.4727 5.3335 1.6535
C -2.6422 4.0654 0.8010
O -3.7962 3.3770 1.1875
C -4.1089 2.2681 0.4116
N -1.1243 5.7180 1.6302
H -2.9462 7.0362 0.3710
H -3.5754 7.2585 1.8775
H -4.4016 6.0824 0.9448
H -2.8108 4.9827 2.5901
H -1.7693 3.3723 0.9054
H -2.7560 4.4305 -0.2231
H -3.2926 1.5762 0.1690
H -4.5818 2.4941 -0.5459
H -4.8812 1.7103 0.8914
H -0.9323 6.2344 0.7764
H -0.9736 6.4542 2.3292
C -2.6967 -3.9216 -3.9564
C -4.1170 -3.3283 -3.8433
C -4.3835 -2.5438 -2.5672
O -3.6876 -3.1268 -1.4744
C -4.0862 -2.4365 -0.3067
N -4.3509 -2.4231 -4.9689
H -1.9192 -3.1456 -3.9444
H -2.5700 -4.5481 -4.8430
H -2.4394 -4.4359 -3.0145
H -4.7614 -4.2310 -3.8957
H -5.4613 -2.4766 -2.3630
H -3.9981 -1.5164 -2.7072
H -5.0542 -2.7830 0.0021
H -4.0234 -1.3529 -0.4221
H -3.4307 -2.6155 0.4856
H -5.3416 -2.3126 -5.2010
H -3.9155 -2.8107 -5.8020
C -2.9900 1.0708 4.0779
C -2.2350 -0.1704 3.5900
C -2.9546 -0.8942 2.4552
O -4.3498 -1.0819 2.6036
C -4.7012 -2.1140 3.4910
N -0.8943 0.0882 3.0722
H -2.4434 1.5967 4.8571
H -3.9880 0.8177 4.3491
H -3.1184 1.7393 3.2069
H -2.1705 -0.8807 4.4036
H -2.5203 -1.9165 2.2263
H -2.8043 -0.3214 1.5696
H -4.3661 -3.1010 3.1617
H -5.7896 -2.1072 3.6751
H -4.3461 -1.9420 4.4886
H -0.4142 -0.7874 2.8544
H -0.2235 0.4395 3.7869
C 1.2981 -3.1806 -5.9494
C 1.2811 -2.3213 -7.2305
C 0.1554 -2.8548 -8.0266
O 0.1169 -2.0788 -9.1804
C -0.6005 -2.5546 -10.2483
N 1.2492 -0.9468 -6.9176
H 1.3957 -4.2380 -6.1367
H 0.3741 -3.0294 -5.4212
H 2.0896 -2.8767 -5.2740
H 2.2205 -2.4241 -7.7666
H -0.8313 -2.8003 -7.4037
H 0.3731 -3.8928 -8.3188
H 0.0001 -3.2261 -10.8947
H -0.9487 -1.7074 -10.7924
H -1.5144 -3.0724 -9.9180
H 1.1798 -0.4031 -7.7533
H 0.3268 -0.7348 -6.4367
C 2.2011 -0.1905 0.7568
C 1.1464 -0.1423 -0.3086
C 0.5620 -1.4911 -0.6839
O 1.5310 -2.4935 -0.9962
C 0.8303 -3.6622 -1.4300
N -0.0347 0.6259 0.0310
H 3.0241 -0.8507 0.5501
H 1.7878 -0.4960 1.7262
H 2.6014 0.8078 0.9742
H 1.5955 0.2409 -1.2826
H -0.0109 -1.3430 -1.6345
H -0.0527 -1.9343 0.0838
H 0.2004 -3.5357 -2.3264
H 0.2260 -3.9770 -0.5767
H 1.5978 -4.4167 -1.5804
H -0.3305 0.4337 0.9653
H 0.1427 1.6101 -0.0869
```

HOMO energy: -8.777 eV

Mulliken population analysis, charges in e, atoms 1 to 2: number 1, C, carries -1.02; number 2, C, carries 0.26

no.,E_LUMO (Eh),energy (a.u.)
1,0.01684,-3793.9818
2,0.01412,-3849.4158